Entry 1:
{
  "formula": "C34H66N2O14S6",
  "method": "ωB97M-V/def2-TZVPD",
  "relative_energy_kj_mol": 113.0,
  "charge": 0,
  "gap_ev": 9.205,
  "smiles": "O=S1(=O)CCCC1.O=S1(=O)CCCC1.O=S1(=O)CCCC1.O=S1(=O)CCCC1.O=S1(=O)CCCC1.O=S1(=O)CCCC1.CC(C)=O.CC(C)=O.CC#N.CC#N",
  "e_homo_ev": -9.4,
  "lumo_ev": -0.188,
  "elements": ["O", "S", "O", "C", "C", "C", "C", "H", "H", "H", "H", "H", "H", "H", "H", "O", "S", "O", "C", "C", "C", "C", "H", "H", "H", "H", "H", "H", "H", "H", "O", "S", "O", "C", "C", "C", "C", "H", "H", "H", "H", "H", "H", "H", "H", "O", "S", "O", "C", "C", "C", "C", "H", "H", "H", "H", "H", "H", "H", "H", "O", "S", "O", "C", "C", "C", "C", "H", "H", "H", "H", "H", "H", "H", "H", "O", "S", "O", "C", "C", "C", "C", "H", "H", "H", "H", "H", "H", "H", "H", "C", "C", "C", "O", "H", "H", "H", "H", "H", "H", "C", "C", "C", "O", "H", "H", "H", "H", "H", "H", "C", "C", "N", "H", "H", "H", "C", "C", "N", "H", "H", "H"],
  "xyz": [[-2.9500, 0.3165, -4.8191], [-2.3237, -0.9948, -4.7751], [-0.8875, -1.1697, -4.8153], [-2.9801, -1.8937, -3.2621], [-4.0029, -2.9083, -3.7741], [-3.5805, -3.2966, -5.2591], [-3.1761, -2.0031, -6.0193], [-3.2042, -1.1705, -2.4780], [-2.0566, -2.4139, -3.0078], [-3.9797, -3.7343, -3.0632], [-5.0572, -2.6520, -3.6693], [-4.3346, -3.9361, -5.7178], [-2.7090, -3.9467, -5.1824], [-4.0659, -1.4285, -6.2767], [-2.4397, -2.0003, -6.8229], [0.1204, -1.8808, 2.9623], [-0.7617, -1.7221, 4.0862], [-0.5290, -0.5494, 4.9555], [-2.6076, -1.7375, 3.5483], [-3.0971, -3.1477, 3.8147], [-2.4324, -3.6882, 5.0857], [-0.9236, -3.2830, 5.0545], [-2.7707, -1.3890, 2.5285], [-3.0610, -0.9423, 4.1400], [-4.1795, -3.2389, 3.9052], [-2.8882, -3.8134, 2.9773], [-2.4722, -4.7733, 5.1806], [-2.8598, -3.2763, 5.9999], [-0.2933, -4.0032, 4.5330], [-0.4341, -3.1417, 6.0181], [0.3966, 4.3243, 1.5734], [1.0968, 3.4855, 2.5287], [2.0922, 2.5104, 2.1429], [1.8332, 4.5040, 3.9085], [0.9407, 4.1857, 5.1392], [-0.4814, 3.8776, 4.6371], [-0.2801, 2.7319, 3.6499], [1.9070, 5.5657, 3.6730], [2.7827, 4.1038, 4.2640], [1.3150, 3.3087, 5.6672], [0.8849, 5.0371, 5.8175], [-0.9703, 4.7519, 4.2072], [-1.1310, 3.7310, 5.5000], [-1.1388, 2.5272, 3.0106], [0.0835, 1.8259, 4.1348], [3.0832, -4.0305, -0.9817], [2.0580, -5.0669, -0.8151], [0.9677, -5.2549, -1.7710], [2.6973, -6.7527, -0.4168], [1.7131, -7.3316, 0.5906], [0.6374, -6.2783, 1.0898], [1.2628, -4.8771, 0.8366], [3.6660, -6.4603, -0.0116], [2.7742, -7.3678, -1.3134], [1.2020, -8.2276, 0.2384], [2.2913, -7.6940, 1.4405], [0.4264, -6.3671, 2.1555], [-0.3220, -6.4455, 0.6003], [2.0353, -4.6376, 1.5673], [0.6151, -4.0004, 0.8373], [-2.0541, 0.3108, -1.1611], [-0.9487, 0.3172, -0.1465], [-1.2461, 0.4235, 1.2703], [0.0468, -1.2020, -0.3953], [1.2832, -0.6118, -1.1159], [1.6027, 0.7287, -0.5647], [0.3201, 1.5566, -0.7441], [-0.6186, -1.8698, -0.9425], [0.3770, -1.5236, 0.5925], [2.1127, -1.3187, -1.0963], [0.9810, -0.5431, -2.1609], [2.4431, 1.2566, -1.0153], [1.9158, 0.7343, 0.4794], [0.0370, 1.8295, -1.7607], [0.2106, 2.4146, -0.0807], [8.0674, 3.7211, 1.9049], [7.7047, 3.1091, 0.6429], [8.0260, 3.8908, -0.5661], [8.4601, 1.3639, 0.5572], [7.2632, 0.4054, 0.2462], [6.0364, 1.2374, -0.1619], [5.9282, 2.4955, 0.7158], [8.8334, 1.1471, 1.5581], [9.2569, 1.4273, -0.1838], [7.6062, -0.3106, -0.5006], [7.0727, -0.1467, 1.1665], [5.1040, 0.6945, -0.0067], [6.0061, 1.5265, -1.2124], [5.6679, 2.2570, 1.7471], [5.2612, 3.2638, 0.3248], [-6.1651, 1.3581, -4.2563], [-6.2577, 0.1617, -3.3598], [-5.6382, 0.2474, -1.9101], [-6.8050, -0.8368, -3.7821], [-6.5552, 1.0364, -5.2219], [-5.1521, 1.7321, -4.4050], [-6.8272, 2.1664, -3.9459], [-6.3969, 0.6095, -1.2162], [-4.7416, 0.8589, -1.8089], [-5.3617, -0.7653, -1.6165], [-1.5577, 3.1977, -4.2490], [-0.7655, 4.5179, -4.1599], [-0.8733, 5.5124, -5.3204], [-0.0870, 4.7729, -3.2318], [-2.5713, 3.3188, -4.6311], [-1.7536, 2.7468, -3.2761], [-0.9848, 2.4561, -4.8056], [-0.1862, 5.1555, -6.0875], [-0.6774, 6.5467, -5.0377], [-1.8963, 5.4277, -5.6872], [3.1046, -0.3088, 3.8961], [3.2343, 0.7742, 4.8069], [3.3844, 1.7145, 5.4490], [2.1733, -0.8101, 4.1594], [3.9315, -1.0092, 4.0135], [3.1271, 0.0674, 2.8733], [-2.5980, 4.5390, -0.9096], [-3.6823, 5.4154, -0.3446], [-4.5344, 6.0368, 0.1266], [-1.6527, 4.4468, -0.3747], [-2.4698, 4.9333, -1.9176], [-3.0225, 3.5350, -0.9075]],
  "lowdin_charge": [-0.354, 0.689, -0.331, -0.200, -0.196, -0.177, -0.205, 0.055, 0.084, 0.107, 0.088, 0.108, 0.106, 0.099, 0.100, -0.350, 0.717, -0.353, -0.174, -0.231, -0.199, -0.206, 0.088, 0.101, 0.117, 0.113, 0.111, 0.114, 0.087, 0.099, -0.342, 0.716, -0.355, -0.191, -0.228, -0.239, -0.167, 0.100, 0.075, 0.087, 0.113, 0.113, 0.113, 0.086, 0.079, -0.349, 0.705, -0.340, -0.212, -0.205, -0.191, -0.216, 0.095, 0.107, 0.109, 0.106, 0.099, 0.106, 0.104, 0.081, -0.384, 0.744, -0.341, -0.183, -0.218, -0.230, -0.158, 0.096, 0.069, 0.109, 0.120, 0.122, 0.091, 0.096, 0.069, -0.358, 0.714, -0.348, -0.180, -0.206, -0.241, -0.193, 0.089, 0.092, 0.109, 0.105, 0.098, 0.116, 0.100, 0.104, -0.028, -0.458, -0.002, 0.043, 0.082, 0.065, 0.087, 0.080, 0.061, 0.065, -0.022, -0.510, -0.015, 0.080, 0.074, 0.056, 0.085, 0.086, 0.083, 0.071, -0.057, -0.280, 0.160, 0.057, 0.090, 0.077, -0.047, -0.259, 0.105, 0.070, 0.061, 0.071]
}

---

Entry 2:
{
  "formula": "C34H66O11",
  "method": "ωB97M-V/def2-TZVPD",
  "relative_energy_kj_mol": 0.0,
  "charge": 0,
  "gap_ev": 9.847,
  "smiles": "CC(C)[C@@H](C)CO[C@@H]1CC(=O)O[C@H]1C[C@H](C)O.CC(C)=O.CC(C)=O.CC(C)=O.CC(C)=O.CC(C)=O.CC(C)=O.CC(C)=O",
  "e_homo_ev": -9.2,
  "lumo_ev": 0.609,
  "elements": ["C", "C", "C", "C", "C", "C", "O", "C", "C", "C", "O", "O", "C", "C", "C", "C", "O", "H", "H", "H", "H", "H", "H", "H", "H", "H", "H", "H", "H", "H", "H", "H", "H", "H", "H", "H", "H", "H", "H", "H", "H", "C", "C", "C", "O", "H", "H", "H", "H", "H", "H", "C", "C", "C", "O", "H", "H", "H", "H", "H", "H", "C", "C", "C", "O", "H", "H", "H", "H", "H", "H", "C", "C", "C", "O", "H", "H", "H", "H", "H", "H", "C", "C", "C", "O", "H", "H", "H", "H", "H", "H", "C", "C", "C", "O", "H", "H", "H", "H", "H", "H", "C", "C", "C", "O", "H", "H", "H", "H", "H", "H"],
  "xyz": [[-1.3875, -4.0274, -1.1905], [-0.9978, -3.3788, 0.1597], [-0.2874, -4.4171, 1.0288], [-0.1348, -2.1293, -0.0985], [-0.8133, -1.1291, -1.0654], [0.3334, -1.4396, 1.1854], [1.7131, -1.0541, 1.0796], [2.0017, 0.2984, 1.2672], [1.1919, 1.3534, 0.5160], [2.2297, 2.4545, 0.3095], [2.0601, 3.5508, -0.1634], [3.4482, 2.0202, 0.7133], [3.3790, 0.5776, 0.6645], [4.5834, -0.1589, 1.2082], [4.9868, -1.3031, 0.2852], [6.0689, -2.1728, 0.9159], [5.4623, -0.7309, -0.9424], [-2.3292, -3.6094, -1.5312], [-1.4623, -5.1081, -1.0794], [-0.6364, -3.8109, -1.9537], [-1.9265, -3.0652, 0.6494], [-0.9452, -5.2777, 1.1510], [0.6329, -4.7615, 0.5522], [-0.0772, -4.0693, 2.0374], [0.7821, -2.4832, -0.5838], [-0.0831, -0.7351, -1.7757], [-1.6396, -1.5674, -1.6164], [-1.1918, -0.2675, -0.5117], [-0.2876, -0.5795, 1.4421], [0.2685, -2.1367, 2.0207], [2.0490, 0.5929, 2.3255], [0.3897, 1.7451, 1.1381], [0.8244, 1.0484, -0.4623], [3.2600, 0.3117, -0.3939], [5.4373, 0.5105, 1.3118], [4.3198, -0.5957, 2.1760], [4.1170, -1.9323, 0.0815], [5.6412, -2.8311, 1.6719], [6.5274, -2.7894, 0.1434], [6.8340, -1.5469, 1.3764], [4.9573, -1.1290, -1.6562], [-0.5661, 3.6232, 5.2312], [-0.3607, 3.1682, 3.8070], [0.1834, 4.1853, 2.8415], [-0.6216, 2.0347, 3.4635], [-0.9599, 2.8025, 5.8264], [0.3822, 3.9571, 5.6549], [-1.2654, 4.4600, 5.2561], [1.1642, 4.5277, 3.1756], [-0.4713, 5.0502, 2.7770], [0.2774, 3.7381, 1.8575], [-0.0008, 8.4891, 0.0341], [0.5175, 7.5348, 1.0770], [1.9082, 6.9851, 0.8639], [-0.1428, 7.2083, 2.0388], [-1.0053, 8.8107, 0.3001], [0.6516, 9.3604, -0.0296], [-0.0225, 8.0060, -0.9406], [2.6308, 7.8034, 0.8393], [1.9592, 6.4410, -0.0802], [2.1626, 6.3064, 1.6734], [1.7607, 11.4245, -2.5022], [1.5690, 10.0810, -3.1651], [2.6568, 9.6290, -4.1090], [0.5944, 9.4019, -2.9475], [0.9155, 11.6355, -1.8514], [2.6803, 11.4241, -1.9145], [1.8374, 12.2073, -3.2581], [3.6089, 9.5637, -3.5799], [2.7656, 10.3457, -4.9245], [2.4034, 8.6538, -4.5171], [-5.6591, -4.2246, -1.7547], [-5.1011, -3.2684, -2.7778], [-5.7340, -3.2877, -4.1494], [-4.1846, -2.5241, -2.5170], [-5.1230, -4.1151, -0.8160], [-6.7184, -4.0242, -1.5888], [-5.5564, -5.2510, -2.1024], [-6.7953, -3.0459, -4.0743], [-5.6381, -4.2812, -4.5906], [-5.2421, -2.5599, -4.7901], [-1.6018, -4.6840, 5.8656], [-2.0476, -5.6261, 4.7730], [-3.2402, -6.5014, 5.0769], [-1.4807, -5.6743, 3.7080], [-0.7420, -4.1119, 5.5258], [-2.4119, -4.0000, 6.1234], [-1.3308, -5.2484, 6.7592], [-4.1096, -5.8834, 5.3063], [-3.0299, -7.1337, 5.9410], [-3.4607, -7.1274, 4.2158], [-6.2742, -8.4456, -1.7767], [-6.0660, -7.9719, -0.3572], [-5.6604, -9.0194, 0.6511], [-6.2146, -6.8149, -0.0445], [-6.5652, -7.6077, -2.4058], [-5.3537, -8.8862, -2.1629], [-7.0571, -9.2047, -1.8063], [-4.7180, -9.4814, 0.3526], [-6.4222, -9.7985, 0.7086], [-5.5417, -8.5575, 1.6280], [3.7478, 1.4627, -3.2342], [4.2165, 0.9149, -4.5577], [4.7859, 1.9093, -5.5412], [4.1450, -0.2635, -4.8171], [3.3646, 0.6462, -2.6260], [4.5766, 1.9381, -2.7076], [2.9566, 2.1996, -3.3820], [5.6504, 2.4116, -5.1047], [4.0366, 2.6639, -5.7853], [5.0879, 1.3929, -6.4490]],
  "lowdin_charge": [-0.067, -0.381, -0.082, -0.310, -0.040, -0.140, -0.074, -0.286, -0.006, -0.461, 0.106, 0.073, -0.242, -0.068, -0.429, -0.044, -0.039, 0.038, 0.072, 0.086, 0.143, 0.066, 0.090, 0.053, 0.138, 0.076, 0.058, 0.074, 0.125, 0.110, 0.170, 0.101, 0.129, 0.137, 0.136, 0.133, 0.143, 0.081, 0.080, 0.081, 0.086, -0.021, -0.488, -0.014, 0.055, 0.079, 0.085, 0.087, 0.094, 0.072, 0.061, -0.022, -0.485, -0.015, 0.049, 0.085, 0.078, 0.076, 0.084, 0.083, 0.069, -0.025, -0.501, -0.023, 0.061, 0.080, 0.085, 0.084, 0.085, 0.085, 0.082, -0.025, -0.495, -0.023, 0.056, 0.083, 0.091, 0.066, 0.083, 0.083, 0.080, -0.022, -0.496, -0.023, 0.070, 0.081, 0.085, 0.084, 0.085, 0.084, 0.076, -0.022, -0.499, -0.022, 0.067, 0.073, 0.087, 0.085, 0.086, 0.085, 0.077, -0.020, -0.503, -0.025, 0.067, 0.063, 0.097, 0.091, 0.085, 0.084, 0.080]
}